{"formula": "C39H38N10OPbS4Se2Te2", "method": "the ωB97M-V functional and the def2-TZVPD basis", "gap_ev": 5.541, "e_homo_ev": -6.662, "energy_ha": -9256.368057, "symbols": ["Pb", "C", "C", "C", "C", "C", "C", "C", "N", "C", "N", "C", "C", "C", "C", "C", "C", "C", "N", "C", "C", "C", "C", "C", "C", "C", "H", "H", "H", "H", "H", "H", "H", "H", "H", "H", "H", "H", "H", "H", "H", "H", "H", "H", "H", "H", "H", "H", "Se", "Te", "Te", "Se", "S", "C", "N", "C", "C", "C", "N", "H", "H", "H", "H", "C", "N", "C", "C", "C", "N", "C", "O", "N", "H", "H", "H", "H", "H", "H", "H", "S", "C", "S", "C", "N", "N", "C", "C", "C", "C", "C", "C", "S", "H", "H", "H", "H", "H"], "positions_angstrom": [[-0.086, 0.060, 1.664], [-3.694, 4.765, -2.183], [-3.542, 3.589, -3.101], [-4.226, 3.503, -4.303], [-4.086, 2.401, -5.129], [-3.235, 1.370, -4.770], [-2.527, 1.438, -3.585], [-2.695, 2.534, -2.743], [-2.002, 2.613, -1.531], [-1.805, 1.610, -0.616], [-2.609, 0.545, -0.760], [-2.699, -0.722, -0.174], [-1.815, -1.212, 0.784], [-2.031, -2.499, 1.268], [-3.072, -3.290, 0.824], [-3.950, -2.780, -0.113], [-3.781, -1.505, -0.622], [-4.752, -0.983, -1.647], [-0.998, 1.799, 0.378], [-0.218, 2.964, 0.469], [0.934, 3.085, -0.306], [1.804, 4.140, -0.125], [1.523, 5.100, 0.834], [0.362, 5.002, 1.582], [-0.526, 3.944, 1.420], [-1.763, 3.849, 2.260], [-4.503, 5.409, -2.517], [-2.776, 5.354, -2.159], [-3.906, 4.432, -1.167], [-4.887, 4.308, -4.588], [-4.634, 2.352, -6.057], [-3.117, 0.512, -5.412], [-1.832, 0.658, -3.309], [-1.609, 3.509, -1.282], [-3.249, 0.648, -1.535], [-1.365, -2.917, 2.010], [-3.194, -4.292, 1.205], [-4.786, -3.377, -0.449], [-5.543, -1.711, -1.812], [-4.254, -0.809, -2.604], [-5.220, -0.054, -1.314], [1.148, 2.317, -1.033], [2.700, 4.207, -0.725], [2.205, 5.921, 0.999], [0.148, 5.754, 2.328], [-1.486, 3.710, 3.303], [-2.377, 3.001, 1.968], [-2.350, 4.764, 2.186], [2.334, 0.668, 4.676], [2.776, 2.407, 6.505], [2.902, 4.252, 4.477], [1.785, 2.309, 3.095], [-2.075, 0.587, 3.638], [-2.071, -0.704, 4.688], [-1.070, -1.647, 4.639], [-0.998, -2.654, 5.516], [-1.959, -2.786, 6.480], [-3.005, -1.838, 6.444], [-3.044, -0.847, 5.603], [-0.369, -1.593, 3.894], [-0.162, -3.329, 5.402], [-1.925, -3.576, 7.209], [-3.841, -1.911, 7.129], [1.757, 0.372, -3.870], [2.213, 0.319, -2.498], [3.485, 0.592, -2.168], [3.915, 0.492, -0.887], [2.968, 0.073, 0.093], [1.697, -0.133, -0.229], [1.251, 0.001, -1.500], [0.097, -0.123, -1.839], [3.349, -0.087, 1.361], [2.615, 0.407, -4.540], [1.127, 1.252, -4.030], [1.162, -0.518, -4.084], [4.140, 0.886, -2.979], [4.931, 0.718, -0.611], [4.321, 0.020, 1.593], [2.767, -0.629, 1.996], [1.727, -4.575, -2.590], [1.843, -3.969, -1.073], [0.512, -3.378, -0.090], [1.710, -2.903, 1.142], [2.917, -3.167, 0.804], [2.998, -3.786, -0.390], [4.248, -4.311, -0.787], [4.366, -5.673, -1.034], [5.589, -6.181, -1.427], [6.680, -5.340, -1.564], [6.557, -3.987, -1.302], [5.341, -3.464, -0.899], [1.335, -2.206, 2.646], [3.509, -6.316, -0.898], [5.694, -7.238, -1.611], [7.634, -5.741, -1.866], [7.410, -3.335, -1.411], [5.240, -2.415, -0.663]], "lowdin_charge": [0.97, -0.04, -0.21, -0.04, -0.08, -0.08, -0.03, -0.21, 0.16, -0.37, 0.15, -0.21, -0.26, -0.24, -0.09, -0.05, -0.20, -0.04, -0.03, -0.34, -0.04, -0.08, -0.11, -0.09, -0.27, -0.04, 0.08, 0.09, 0.08, 0.11, 0.10, 0.11, 0.11, 0.14, 0.09, 0.05, 0.10, 0.11, 0.08, 0.08, 0.09, 0.10, 0.11, 0.10, 0.12, 0.08, 0.05, 0.09, -0.17, 0.20, 0.20, -0.15, 0.66, -0.79, 0.06, -0.06, -0.03, -0.11, 0.07, -0.04, 0.13, 0.10, 0.12, -0.01, -0.04, -0.05, 0.00, -0.40, 0.09, -0.53, 0.06, 0.14, 0.09, 0.10, 0.10, 0.13, 0.11, 0.12, -0.06, 0.58, -1.11, 1.02, -1.06, 0.02, -0.17, -0.24, -0.04, -0.07, -0.09, -0.08, -0.01, 0.52, 0.11, 0.10, 0.10, 0.10, 0.10]}

***

{"formula": "C39H39Br2NO3P2SiSr", "method": "the ωB97M-V functional and the def2-TZVPD basis", "gap_ev": 5.905, "e_homo_ev": -6.222, "energy_ha": -7941.138923, "symbols": ["Sr", "O", "P", "C", "P", "O", "C", "C", "C", "C", "C", "C", "C", "C", "C", "C", "C", "C", "C", "C", "C", "C", "C", "C", "C", "C", "C", "C", "C", "C", "H", "H", "H", "H", "H", "H", "H", "H", "H", "H", "H", "H", "H", "H", "H", "H", "H", "H", "H", "H", "H", "H", "C", "C", "C", "C", "C", "C", "Br", "C", "C", "Br", "C", "O", "C", "N", "H", "H", "H", "H", "H", "H", "C", "Si", "C", "C", "C", "H", "H", "H", "H", "H", "H", "H", "H", "H", "H", "H"], "positions_angstrom": [[-0.529, 0.528, -0.439], [-1.896, -1.355, 0.873], [-0.894, -1.029, 1.921], [0.814, -1.164, 1.131], [2.043, 0.226, 1.059], [1.445, 1.536, 0.649], [2.794, 0.289, 2.691], [3.062, -0.847, 3.451], [3.657, -0.721, 4.697], [3.994, 0.536, 5.180], [3.739, 1.669, 4.419], [3.137, 1.549, 3.175], [3.264, -0.337, -0.123], [3.936, 0.652, -0.838], [4.908, 0.292, -1.759], [5.205, -1.046, -1.967], [4.530, -2.033, -1.262], [3.559, -1.681, -0.340], [-0.820, -2.133, 3.338], [-0.310, -3.420, 3.153], [-0.321, -4.330, 4.196], [-0.850, -3.966, 5.426], [-1.381, -2.698, 5.610], [-1.373, -1.782, 4.568], [-1.101, 0.655, 2.539], [-2.027, 1.544, 1.979], [-2.061, 2.858, 2.431], [-1.204, 3.279, 3.435], [-0.301, 2.389, 4.009], [-0.246, 1.084, 3.560], [0.708, -1.522, 0.097], [1.326, -1.968, 1.661], [2.814, -1.835, 3.084], [3.859, -1.604, 5.289], [4.459, 0.632, 6.152], [4.004, 2.648, 4.796], [2.906, 2.425, 2.583], [3.670, 1.692, -0.698], [5.416, 1.058, -2.329], [5.953, -1.325, -2.697], [4.744, -3.076, -1.447], [3.029, -2.461, 0.192], [0.078, -3.722, 2.186], [0.075, -5.325, 4.046], [-0.858, -4.678, 6.241], [-1.808, -2.421, 6.564], [-1.798, -0.800, 4.713], [-2.708, 1.242, 1.191], [-2.759, 3.550, 1.982], [-1.239, 4.306, 3.772], [0.365, 2.718, 4.796], [0.466, 0.399, 4.003], [-4.389, -0.462, -1.075], [-3.614, -1.043, -2.221], [-4.309, -1.719, -3.252], [-3.625, -2.221, -4.315], [-2.222, -2.056, -4.383], [-1.413, -2.482, -5.464], [-2.183, -3.410, -6.935], [-0.075, -2.223, -5.479], [0.521, -1.544, -4.409], [2.381, -1.190, -4.471], [-0.182, -1.121, -3.289], [0.352, -0.502, -2.294], [-1.608, -1.386, -3.304], [-2.314, -0.892, -2.248], [-5.109, 0.272, -1.441], [-3.717, 0.024, -0.375], [-4.941, -1.242, -0.546], [-5.385, -1.821, -3.187], [-4.139, -2.732, -5.117], [0.534, -2.536, -6.316], [-2.182, 1.913, -4.448], [-1.414, 2.976, -3.087], [0.474, 2.886, -3.232], [-1.841, 4.763, -3.557], [-1.973, 2.491, -1.409], [-1.518, 1.823, -5.312], [-3.114, 2.369, -4.793], [-2.417, 0.906, -4.103], [0.787, 2.917, -4.279], [0.886, 1.966, -2.807], [0.936, 3.740, -2.726], [-1.436, 5.047, -4.533], [-1.444, 5.461, -2.814], [-2.926, 4.898, -3.589], [-3.057, 2.308, -1.401], [-1.798, 3.344, -0.729]], "lowdin_charge": [1.38, -0.35, 0.69, -0.35, 0.71, -0.42, -0.29, -0.08, -0.07, -0.07, -0.07, -0.07, -0.27, -0.05, -0.07, -0.09, -0.08, -0.07, -0.27, -0.08, -0.07, -0.07, -0.06, -0.06, -0.32, -0.10, -0.05, -0.05, -0.06, -0.10, 0.05, 0.03, 0.10, 0.11, 0.11, 0.11, 0.12, 0.11, 0.11, 0.11, 0.11, 0.10, 0.11, 0.11, 0.11, 0.11, 0.11, 0.09, 0.12, 0.11, 0.11, 0.11, -0.03, -0.32, -0.01, -0.03, -0.20, -0.63, 0.74, -0.18, -0.60, 0.77, -0.44, -0.33, -0.15, 0.13, 0.09, 0.03, 0.09, 0.11, 0.08, 0.09, -0.17, 0.35, -0.19, -0.21, -0.41, 0.03, 0.02, 0.00, 0.03, -0.01, 0.02, 0.02, 0.02, 0.02, -0.05, -0.05]}

***

{"formula": "C39H39F13O39", "method": "the ωB97M-V functional and the def2-TZVPD basis", "gap_ev": 10.304, "e_homo_ev": -10.719, "energy_ha": -5742.339467, "symbols": ["C", "C", "O", "C", "O", "O", "F", "H", "H", "H", "C", "C", "O", "C", "O", "O", "F", "H", "H", "H", "C", "C", "O", "C", "O", "O", "F", "H", "H", "H", "C", "C", "O", "C", "O", "O", "F", "H", "H", "H", "C", "C", "O", "C", "O", "O", "F", "H", "H", "H", "C", "C", "O", "C", "O", "O", "F", "H", "H", "H", "C", "C", "O", "C", "O", "O", "F", "H", "H", "H", "C", "C", "O", "C", "O", "O", "F", "H", "H", "H", "C", "C", "O", "C", "O", "O", "F", "H", "H", "H", "C", "C", "O", "C", "O", "O", "F", "H", "H", "H", "C", "C", "O", "C", "O", "O", "F", "H", "H", "H", "C", "C", "O", "C", "O", "O", "F", "H", "H", "H", "C", "C", "O", "C", "O", "O", "F", "H", "H", "H"], "positions_angstrom": [[-17.618, -21.244, -7.067], [-16.152, -21.074, -6.671], [-15.719, -20.109, -7.628], [-16.796, -19.370, -8.049], [-16.756, -18.357, -8.673], [-17.923, -20.013, -7.696], [-15.451, -22.222, -6.938], [-18.185, -21.378, -6.150], [-17.785, -22.022, -7.809], [-15.995, -20.843, -5.623], [-18.007, -24.659, -2.311], [-17.497, -23.318, -2.875], [-17.657, -22.480, -1.751], [-18.592, -23.000, -0.910], [-19.068, -22.475, 0.022], [-18.942, -24.232, -1.335], [-18.363, -23.029, -3.899], [-17.163, -25.149, -1.813], [-18.452, -25.342, -3.023], [-16.458, -23.307, -3.184], [-18.707, -27.416, -6.006], [-17.787, -26.585, -6.886], [-16.897, -27.517, -7.399], [-16.961, -28.676, -6.675], [-16.161, -29.548, -6.701], [-18.021, -28.653, -5.828], [-17.188, -25.596, -6.121], [-19.687, -27.616, -6.438], [-18.857, -26.947, -5.036], [-18.305, -26.038, -7.661], [-13.297, -25.215, -4.153], [-11.904, -24.707, -3.829], [-12.062, -23.286, -4.033], [-13.340, -22.972, -4.292], [-13.700, -21.920, -4.689], [-14.143, -24.070, -4.249], [-10.940, -25.121, -4.716], [-13.692, -25.965, -3.467], [-13.227, -25.748, -5.112], [-11.531, -24.957, -2.834], [-19.183, -16.707, -6.735], [-19.002, -15.261, -6.213], [-19.197, -14.470, -7.342], [-19.970, -15.184, -8.223], [-20.615, -14.699, -9.064], [-19.989, -16.488, -7.897], [-17.681, -15.148, -5.835], [-19.611, -17.336, -5.961], [-18.225, -17.070, -7.101], [-19.645, -15.028, -5.366], [-20.219, -19.823, -1.923], [-20.940, -19.186, -3.098], [-20.018, -19.318, -4.153], [-18.778, -19.471, -3.640], [-17.770, -19.522, -4.248], [-18.841, -19.641, -2.302], [-21.081, -17.839, -2.846], [-20.344, -20.883, -1.710], [-20.406, -19.246, -1.018], [-21.898, -19.615, -3.359], [-19.293, -22.241, -11.042], [-20.222, -21.025, -10.895], [-21.031, -21.186, -12.044], [-21.185, -22.525, -12.257], [-22.077, -23.008, -12.840], [-20.229, -23.195, -11.560], [-19.576, -19.825, -10.889], [-18.900, -22.533, -10.079], [-18.534, -22.033, -11.795], [-20.785, -21.031, -9.958], [-23.666, -18.210, -6.730], [-23.520, -18.416, -8.228], [-22.399, -19.210, -8.352], [-21.664, -19.121, -7.218], [-20.645, -19.653, -7.026], [-22.376, -18.505, -6.236], [-23.322, -17.203, -8.836], [-24.460, -18.798, -6.271], [-23.965, -17.170, -6.589], [-24.412, -18.789, -8.727], [-15.303, -18.288, -13.096], [-15.870, -18.468, -11.695], [-17.037, -19.226, -12.014], [-16.869, -19.871, -13.191], [-17.563, -20.740, -13.545], [-15.670, -19.532, -13.718], [-16.260, -17.294, -11.135], [-14.225, -18.178, -13.157], [-15.813, -17.478, -13.618], [-15.251, -19.012, -10.979], [-13.128, -23.596, -8.218], [-12.017, -23.617, -9.268], [-11.440, -24.924, -9.102], [-12.057, -25.576, -8.081], [-11.865, -26.697, -7.762], [-12.834, -24.709, -7.381], [-11.021, -22.736, -8.933], [-14.109, -23.762, -8.679], [-13.174, -22.613, -7.755], [-12.323, -23.527, -10.307], [-15.784, -15.352, -8.792], [-14.949, -15.641, -7.541], [-14.614, -14.330, -7.111], [-15.479, -13.444, -7.667], [-15.449, -12.290, -7.517], [-16.379, -14.108, -8.437], [-13.765, -16.246, -7.934], [-16.527, -16.140, -8.847], [-15.151, -15.273, -9.672], [-15.417, -16.269, -6.794], [-21.290, -24.218, -3.915], [-22.397, -23.467, -4.671], [-21.961, -23.518, -6.006], [-20.947, -24.394, -6.141], [-20.522, -24.848, -7.143], [-20.563, -24.843, -4.934], [-22.552, -22.176, -4.310], [-21.694, -24.945, -3.216], [-20.710, -23.510, -3.321], [-23.361, -23.967, -4.570], [-13.725, -18.306, -3.528], [-14.500, -18.523, -4.824], [-13.543, -18.741, -5.790], [-12.318, -18.350, -5.314], [-11.342, -18.246, -5.951], [-12.378, -18.205, -3.973], [-15.159, -17.345, -5.120], [-13.732, -19.168, -2.860], [-14.111, -17.452, -2.977], [-15.224, -19.322, -4.743]], "lowdin_charge": [-0.04, -0.27, 0.13, -0.50, 0.16, 0.06, 0.05, 0.12, 0.14, 0.13, -0.05, -0.25, 0.13, -0.57, 0.20, 0.07, 0.06, 0.14, 0.13, 0.16, -0.06, -0.30, 0.15, -0.53, 0.19, 0.08, 0.04, 0.14, 0.12, 0.15, -0.06, -0.25, 0.15, -0.56, 0.18, 0.06, 0.07, 0.14, 0.13, 0.17, -0.03, -0.28, 0.14, -0.55, 0.21, 0.08, 0.05, 0.12, 0.12, 0.17, -0.02, -0.27, 0.12, -0.55, 0.18, 0.08, 0.06, 0.13, 0.15, 0.16, -0.04, -0.30, 0.13, -0.56, 0.20, 0.07, 0.08, 0.12, 0.12, 0.16, -0.06, -0.31, 0.16, -0.55, 0.20, 0.07, 0.06, 0.14, 0.14, 0.17, -0.04, -0.28, 0.11, -0.57, 0.20, 0.07, 0.07, 0.14, 0.15, 0.17, -0.06, -0.25, 0.13, -0.55, 0.19, 0.05, 0.06, 0.14, 0.13, 0.17, -0.06, -0.27, 0.14, -0.57, 0.20, 0.06, 0.04, 0.10, 0.14, 0.13, -0.06, -0.29, 0.16, -0.54, 0.19, 0.06, 0.08, 0.15, 0.12, 0.17, -0.04, -0.31, 0.13, -0.54, 0.21, 0.09, 0.04, 0.14, 0.14, 0.12]}